The following is a quantum chemistry calculation of a gas-phase ion, C18H34F3N4O3S (charge +1) in a non-equilibrium geometry, from the Open Molecules 2025 dataset.

Computed properties:
Charge: +1
Energy above the lowest of the compared OMol25 structures with the same formula, charge and spin (kcal/mol): 7.8
Frontier orbital gap (eV): 9.71
Multiplicity: 1

Each atom is followed by the atoms it is bonded to, with distances in Å.
CARTESIAN COORDINATES (ANGSTROEM)
1 C 4.17747 -3.00218 1.27383  C2 1.523, H30 1.090, H31 1.089, H32 1.089
2 C 4.21094 -2.69308 -0.21718  C1 1.523, C3 1.532, H33 1.091, H34 1.090
3 C 2.87952 -2.21300 -0.80278  C2 1.532, C4 1.549, H35 1.087, H36 1.090
4 C 2.29350 -1.04967 0.03498  C3 1.549, N5 1.460, H37 1.083, H38 1.088
5 N 1.51395 -0.10562 -0.76022  C4 1.460, N6 1.422, C10 1.292
6 N 2.08792 1.08774 -1.27748  N5 1.422, C7 1.477, H39 1.015
7 C 3.56440 1.12446 -1.24103  N6 1.477, C8 1.521, H40 1.091, H41 1.091
8 C 4.13107 1.78437 0.00716  C7 1.521, C9 1.533, H42 1.089, H43 1.090
9 C 5.66266 1.81853 -0.05950  C8 1.533, H44 1.086, H45 1.087, H46 1.091
10 C 0.26782 -0.35046 -0.99690  N5 1.292, N11 1.413, N29 1.354
11 N -0.54289 0.56800 -1.70042  C10 1.413, S12 1.642, C16 1.535
12 S -0.52670 0.37584 -3.33075  N11 1.642, O13 1.414, O14 1.422, F15 1.535
13 O -1.34176 -0.69397 -3.76768  S12 1.414
14 O 0.84090 0.46281 -3.71220  S12 1.422
15 F -1.22205 1.69496 -3.69415  S12 1.535
16 C -1.83891 0.59400 -0.87879  N11 1.535, C17 1.521, C20 1.569, C24 1.572
17 C -3.07290 0.96069 -1.68916  C16 1.521, C18 1.510, H47 1.089, H48 1.089
18 C -4.37910 0.96894 -0.93156  C17 1.510, O19 1.180, H49 1.094
19 O -5.31872 1.51401 -1.39180  C18 1.180
20 C -1.44860 1.54783 0.30404  C16 1.569, F21 1.393, C22 1.534, H50 1.089
21 F -1.40967 0.82512 1.49452  C20 1.393
22 C -2.28311 2.81865 0.50790  C20 1.534, C23 1.537, H51 1.086, H52 1.089
23 C -3.37608 2.68334 1.58074  C22 1.537, H53 1.086, H54 1.087, H55 1.086
24 C -1.90134 -0.93227 -0.50628  C16 1.572, C25 1.530, N29 1.515, H56 1.090
25 C -2.64388 -1.43303 0.73415  C24 1.530, C26 1.547, H57 1.084, H58 1.092
26 C -3.88974 -2.29838 0.43122  C25 1.547, C27 1.519, H59 1.089, H60 1.092
27 C -3.85404 -3.63798 1.14660  C26 1.519, F28 1.385, H61 1.091, H62 1.091
28 F -3.50617 -3.46718 2.47612  C27 1.385
29 N -0.47439 -1.42403 -0.63497  C10 1.354, C24 1.515, H63 1.016
30 H 3.80573 -2.18742 1.89439  C1 1.090
31 H 3.60591 -3.90244 1.49439  C1 1.089
32 H 5.19483 -3.19458 1.61235  C1 1.089
33 H 5.00188 -1.98164 -0.46016  C2 1.091
34 H 4.46309 -3.62034 -0.73250  C2 1.090
35 H 2.98745 -1.87666 -1.83126  C3 1.087
36 H 2.17684 -3.04438 -0.74653  C3 1.090
37 H 3.08750 -0.53129 0.55786  C4 1.083
38 H 1.65143 -1.45155 0.81590  C4 1.088
39 H 1.80520 1.11967 -2.25217  N6 1.015
40 H 3.84024 1.76681 -2.07853  C7 1.091
41 H 4.02942 0.15801 -1.44079  C7 1.091
42 H 3.74752 2.80154 0.06797  C8 1.089
43 H 3.81915 1.27223 0.91744  C8 1.090
44 H 6.09914 1.89110 0.93265  C9 1.086
45 H 6.00408 2.66379 -0.65226  C9 1.087
46 H 6.04948 0.90624 -0.51548  C9 1.091
47 H -2.97525 1.96596 -2.09561  C17 1.089
48 H -3.20800 0.30121 -2.54563  C17 1.089
49 H -4.47625 0.47132 0.03761  C18 1.094
50 H -0.42168 1.86312 0.12671  C20 1.089
51 H -2.67393 3.20873 -0.42753  C22 1.086
52 H -1.58884 3.57178 0.87803  C22 1.089
53 H -4.16264 3.41500 1.41886  C23 1.086
54 H -2.95135 2.88542 2.56084  C23 1.087
55 H -3.80691 1.68836 1.63665  C23 1.086
56 H -2.40071 -1.41576 -1.34540  C24 1.090
57 H -2.95925 -0.60594 1.35926  C25 1.084
58 H -1.99289 -2.02763 1.37838  C25 1.092
59 H -4.79746 -1.77106 0.72135  C26 1.089
60 H -3.98922 -2.52443 -0.63260  C26 1.092
61 H -4.84449 -4.09326 1.10622  C27 1.091
62 H -3.16493 -4.32755 0.65573  C27 1.091
63 H -0.23132 -1.90163 0.22854  N29 1.016